Entry 1:
ORCA calculation (ωB97M-V with the def2-TZVPD basis set) on a cluster of 2 separate species, C4H5NO in total.

The geometry in XYZ format:
```
11
Properties=species:S:1:pos:R:3:forces:R:3:lowdin_charge:R:1
C 0.238422 0.550318 -1.393269 -0.299 0.197 0.216 0.113
C -0.098981 0.286012 -0.114048 -0.002 -0.006 -0.309 -0.377
C -0.109750 -1.041893 0.547219 -0.633 0.089 0.024 -0.009
O -0.580071 -0.754301 1.753397 -0.107 0.017 -0.103 -0.016
C -0.833981 0.619037 1.833640 0.089 0.441 -0.028 -0.161
N -0.500999 1.287922 0.812952 0.057 -0.089 0.427 0.124
H 1.406654 -1.473235 -1.455611 0.429 -0.617 -0.109 0.044
H 0.552452 1.539709 -1.707360 -0.576 0.189 0.103 0.082
H 0.160554 -0.194742 -2.175874 0.475 -0.021 0.364 0.056
H 1.059383 -1.763277 -0.856680 0.436 -0.319 -0.536 0.011
H -1.293682 0.944450 2.755634 0.131 0.119 -0.048 0.134
```
Positions in Å, forces in eV/Å.

Summary:
E_tot: -7761.50122 eV
HOMO: -9.03 eV
strongest force on any atom: 0.8 eV/A
energy relative to the best compared isomer or geometry (same formula, charge and spin): 115.9 kcal/mol
net charge: 0
orbital gap: 7.904 eV

=====

Entry 2:
ORCA calculation (ωB97M-V with the def2-TZVPD basis set) on the molecule C4H5NO at a distorted geometry.

The geometry in XYZ format:
```
11
Properties=species:S:1:pos:R:3:forces:R:3:lowdin_charge:R:1
C -1.406853 0.320225 -0.086976 -0.113 0.051 0.058 -0.005
C -0.399971 -0.666879 0.438272 -0.100 -0.317 -0.126 -0.443
O -0.688255 -1.700669 0.995135 -0.010 0.643 -0.130 0.086
C 1.084620 -0.431460 0.145884 0.157 -0.156 -0.030 -0.102
C 1.531416 0.840667 -0.411249 0.476 1.388 -0.703 -0.229
N 1.938947 1.800887 -0.921291 -0.671 -1.291 0.816 0.148
H -2.277060 -0.223608 -0.466691 0.145 0.127 0.112 0.093
H -0.989807 0.981619 -0.857014 -0.129 -0.210 0.233 0.078
H -1.730191 0.935287 0.761982 -0.001 -0.011 -0.169 0.101
H 1.269921 -1.174316 -0.635681 0.315 -0.147 0.167 0.140
H 1.667236 -0.681750 1.037633 -0.069 -0.077 -0.227 0.134
```
Positions in Å, forces in eV/Å.

Summary:
E_tot: -7766.03414 eV
HOMO: -10.44 eV
strongest force on any atom: 1.7 eV/A
energy relative to the best compared isomer or geometry (same formula, charge and spin): 11.4 kcal/mol
net charge: 0
SMILES string: CC(=O)CC#N
orbital gap: 11.068 eV

=====

Entry 3:
ORCA calculation (ωB97M-V with the def2-TZVPD basis set) on a cluster of 2 separate species, C4H5NO in total.

The geometry in XYZ format:
```
11
Properties=species:S:1:pos:R:3:forces:R:3:lowdin_charge:R:1
C 1.431706 -0.301273 -1.747278 0.084 -0.049 -0.077 -0.123
C 0.347550 0.395204 -1.057376 -0.384 0.281 0.213 -0.199
C -0.546836 0.987173 -0.509774 0.380 -0.252 -0.235 0.082
O -2.355196 1.064053 2.042225 0.143 -0.168 0.042 -0.007
N -1.595387 0.147161 2.235005 0.405 -0.595 0.238 -0.227
C -0.867021 -0.731582 2.417855 -0.543 0.660 -0.140 0.156
H 1.624691 0.163150 -2.718626 -0.018 -0.059 0.113 0.077
H 2.358590 -0.264424 -1.166373 -0.146 0.008 -0.057 0.075
H 1.179409 -1.352258 -1.920793 0.011 0.156 0.042 0.075
H -1.340332 1.486966 0.006251 0.129 -0.060 -0.118 0.014
H -0.185895 -1.536009 2.562185 -0.060 0.079 -0.022 0.078
```
Positions in Å, forces in eV/Å.

Summary:
E_tot: -7761.62786 eV
HOMO: -9.87 eV
strongest force on any atom: 0.9 eV/A
energy relative to the best compared isomer or geometry (same formula, charge and spin): 113.0 kcal/mol
net charge: 0
SMILES string: C#[N+][O-].C#CC
orbital gap: 10.677 eV

=====

Entry 4:
ORCA calculation (ωB97M-V with the def2-TZVPD basis set) on the molecule C4H5NO at a distorted geometry.

The geometry in XYZ format:
```
11
Properties=species:S:1:pos:R:3:forces:R:3:lowdin_charge:R:1
C 0.334612 1.524605 0.146996 -2.775 -0.207 -0.251 0.025
C 0.945370 0.421253 -0.149903 2.784 0.403 1.480 -0.317
C -1.804996 0.013569 0.005828 1.449 4.593 0.541 -0.286
C 0.345084 -0.933118 -0.015067 2.649 -3.239 -0.015 -0.195
N -2.755191 0.775881 -0.044928 -2.704 -2.171 -1.628 0.148
O -1.090269 -0.987353 0.126786 -0.218 -1.329 -0.094 0.055
H 0.669414 2.578043 0.155107 -0.087 -0.914 -0.046 0.025
H 2.098711 0.417765 -0.151470 -1.466 -0.567 -0.481 0.114
H 0.645851 -1.545275 -0.906609 -0.900 0.564 0.311 0.122
H 0.782181 -1.677249 0.816358 -1.092 2.164 -1.149 0.164
H -3.716338 0.416667 -0.482536 2.360 0.704 1.332 0.145
```
Positions in Å, forces in eV/Å.

Summary:
E_tot: -7760.28093 eV
HOMO (spin up / spin down): -7.07 / -7.05 eV
strongest force on any atom: 4.8 eV/A
energy relative to the best compared isomer or geometry (same formula, charge and spin): 144.0 kcal/mol
net charge: 0
orbital gap (spin up / spin down): 7.464 / 7.452 eV

=====

Entry 5:
ORCA calculation (ωB97M-V with the def2-TZVPD basis set) on a cluster of 2 separate species, C4H5NO in total at a distorted geometry.

The geometry in XYZ format:
```
11
Properties=species:S:1:pos:R:3:forces:R:3:lowdin_charge:R:1
C 0.262167 -0.028791 -1.519111 0.228 -0.294 -0.158 -0.125
N 0.912354 -0.645632 -0.626796 0.040 0.051 -0.681 0.025
C 0.292503 -0.669436 1.539587 0.418 -0.377 0.910 -0.277
O 1.192441 -1.284934 1.954361 -0.812 0.506 -0.159 0.147
C -0.884017 -0.045585 1.460570 -0.048 0.195 -0.092 -0.080
C -1.369759 0.900834 0.671672 0.030 -0.061 0.090 -0.025
H 0.681208 0.750715 -2.157670 -0.031 0.064 0.012 0.080
H -0.774200 1.347130 -0.137102 -0.136 0.032 0.289 0.039
H -0.785132 -0.301845 -1.671344 0.202 0.015 -0.120 0.078
H 1.870216 -0.315457 -0.507376 0.011 -0.019 -0.239 0.081
H -2.385819 1.282985 0.746409 0.096 -0.112 0.148 0.056
```
Positions in Å, forces in eV/Å.

Summary:
E_tot: -7762.78061 eV
HOMO: -8.64 eV
strongest force on any atom: 1.1 eV/A
energy relative to the best compared isomer or geometry (same formula, charge and spin): 86.4 kcal/mol
net charge: 0
SMILES string: C=C=C=O.C=N
orbital gap: 8.480 eV

=====

Entry 6:
ORCA calculation (ωB97M-V with the def2-TZVPD basis set) on the molecule C4H5NO at a distorted geometry.

The geometry in XYZ format:
```
11
Properties=species:S:1:pos:R:3:forces:R:3:lowdin_charge:R:1
O 2.325366 -0.926310 -0.000661 -0.211 -0.150 0.289 0.057
C 1.208738 -0.471321 0.126876 0.110 -0.154 0.007 -0.498
N 0.016650 -1.137838 -0.060322 0.170 -0.247 0.129 0.056
C -1.142283 -0.268365 -0.016233 0.047 0.155 -0.152 -0.170
C -0.459824 1.082147 0.017145 0.350 -0.229 -0.415 -0.056
C 0.829189 0.954431 0.301764 0.156 0.051 -0.305 0.004
H -0.014576 -2.137182 -0.174901 -0.002 0.096 0.079 0.146
H -1.745207 -0.480774 0.884085 0.126 0.336 -0.219 0.124
H -1.813482 -0.361784 -0.877415 0.268 -0.126 -0.019 0.118
H -0.728748 1.965016 -0.529187 -1.195 0.531 0.669 0.106
H 1.524182 1.781981 0.328851 0.180 -0.263 -0.064 0.114
```
Positions in Å, forces in eV/Å.

Summary:
E_tot: -7765.99697 eV
HOMO: -9.74 eV
strongest force on any atom: 1.5 eV/A
energy relative to the best compared isomer or geometry (same formula, charge and spin): 12.2 kcal/mol
net charge: 0
SMILES string: O=C1C=CCN1
orbital gap: 10.508 eV

=====

Entry 7:
ORCA calculation (ωB97M-V with the def2-TZVPD basis set) on a structure of composition C4H5NO.

The geometry in XYZ format:
```
11
Properties=species:S:1:pos:R:3:forces:R:3:lowdin_charge:R:1
C -0.025174 0.974565 1.585960 -0.004 0.026 0.045 -0.064
C -0.040681 0.212810 0.294170 0.024 0.011 0.061 -0.367
N -1.005247 0.583872 -0.646672 0.133 -0.206 -0.123 0.052
O -0.995152 -0.053995 -1.701785 0.082 0.043 0.201 -0.057
C 0.429802 -1.250005 -1.392438 -0.005 0.054 0.086 -0.021
C 0.752506 -0.812892 -0.135804 -0.211 0.065 -0.240 0.016
H -0.918566 1.600260 1.665504 0.128 -0.092 -0.017 0.073
H 0.000903 0.287977 2.436541 -0.004 0.093 -0.133 0.076
H 0.855260 1.622059 1.653389 -0.125 -0.102 -0.025 0.076
H -0.113746 -2.187596 -1.518755 0.049 0.115 0.037 0.108
H 1.060095 -0.977055 -2.240109 -0.066 -0.008 0.108 0.108
```
Positions in Å, forces in eV/Å.

Summary:
E_tot: -7761.65061 eV
HOMO: -9.47 eV
strongest force on any atom: 0.3 eV/A
energy relative to the best compared isomer or geometry (same formula, charge and spin): 112.4 kcal/mol
net charge: 0
orbital gap: 8.762 eV

=====

Entry 8:
ORCA calculation (ωB97M-V with the def2-TZVPD basis set) on the molecule C4H5NO at a distorted geometry.

The geometry in XYZ format:
```
11
Properties=species:S:1:pos:R:3:forces:R:3:lowdin_charge:R:1
C 0.927730 0.031155 1.053322 0.013 0.004 -0.058 -0.027
C -0.046003 -0.191850 -0.077343 0.116 -0.487 0.084 -0.274
N -0.238798 -1.458502 -0.427560 0.006 1.073 0.093 -0.110
O 0.315755 -2.443468 0.121892 0.125 -0.323 0.183 -0.094
C -0.710438 0.914056 -0.710544 -0.017 -0.439 -0.094 -0.087
C -1.219595 1.899076 -1.182817 -0.040 -0.107 -0.054 0.126
H 1.624404 -0.811181 1.080192 -0.101 0.159 -0.007 0.075
H 1.481871 0.968365 0.940235 -0.243 -0.138 -0.118 0.084
H 0.417409 0.061022 2.026069 -0.003 -0.047 -0.236 0.094
H -0.861364 -1.726852 -1.197253 -0.082 0.663 -0.014 0.176
H -1.690970 2.758179 -1.626194 0.226 -0.360 0.221 0.035
```
Positions in Å, forces in eV/Å.

Summary:
E_tot: -7762.60820 eV
HOMO: -8.50 eV
strongest force on any atom: 1.1 eV/A
energy relative to the best compared isomer or geometry (same formula, charge and spin): 90.4 kcal/mol
net charge: 0
SMILES string: C#C/C(C)=[NH+]/[O-]
orbital gap: 8.884 eV

=====

Entry 9:
ORCA calculation (ωB97M-V with the def2-TZVPD basis set) on the molecule C4H5NO at a distorted geometry.

The geometry in XYZ format:
```
11
Properties=species:S:1:pos:R:3:forces:R:3:lowdin_charge:R:1
C -1.607719 -0.443346 0.078386 0.117 0.239 -0.462 -0.007
C -0.195213 -0.054226 0.210323 0.167 0.252 0.603 -0.363
C 0.424744 1.137704 0.270538 0.043 0.043 0.377 -0.100
N 1.777001 0.951700 0.010937 0.192 -0.194 -0.242 0.085
C 1.876195 -0.301710 -0.256019 0.321 0.194 -0.044 -0.206
O 0.709279 -0.986844 -0.206026 0.260 0.071 0.623 0.060
H -1.850181 -1.475376 0.385663 0.289 0.497 -0.499 0.095
H -2.330489 0.252085 0.521331 0.457 -0.068 -0.137 0.091
H -1.489684 -0.242527 -0.995790 -1.995 -0.928 -0.362 0.103
H -0.021133 2.110247 0.432243 0.205 -0.175 0.186 0.114
H 2.763211 -0.873025 -0.480912 -0.056 0.069 -0.042 0.128
```
Positions in Å, forces in eV/Å.

Summary:
E_tot: -7765.60884 eV
HOMO: -8.94 eV
strongest force on any atom: 2.2 eV/A
energy relative to the best compared isomer or geometry (same formula, charge and spin): 21.2 kcal/mol
net charge: 0
SMILES string: Cc1cnco1
orbital gap: 9.906 eV

=====

Entry 10:
ORCA calculation (ωB97M-V with the def2-TZVPD basis set) on a cluster of 2 separate species, C4H5NO in total at a distorted geometry.

The geometry in XYZ format:
```
11
Properties=species:S:1:pos:R:3:forces:R:3:lowdin_charge:R:1
C 1.799509 -0.010119 -0.131874 0.656 -0.769 -0.069 -0.041
C -0.026391 0.390419 -0.036618 -1.652 0.698 0.098 -0.496
C 0.243300 -0.864402 -0.168047 1.478 1.094 0.416 -0.001
N -2.498415 -0.883188 0.221974 -0.633 1.057 -0.036 0.089
C -2.768964 0.233484 0.118305 -0.042 -1.014 0.118 -0.061
O -0.330812 1.528443 -0.038327 0.073 -0.146 -0.077 0.100
H 2.096569 0.599633 0.739339 -0.459 -0.442 -0.186 0.091
H 2.319906 -0.947282 -0.123921 0.818 -0.190 -0.028 0.062
H 2.047332 0.549912 -1.043169 -0.380 -0.434 0.176 0.090
H 0.125797 -1.655011 0.568892 0.130 0.286 -0.415 0.095
H -2.983813 1.277511 0.020600 0.011 -0.139 0.003 0.072
```
Positions in Å, forces in eV/Å.

Summary:
E_tot: -7762.74401 eV
HOMO: -9.29 eV
strongest force on any atom: 1.9 eV/A
energy relative to the best compared isomer or geometry (same formula, charge and spin): 87.2 kcal/mol
net charge: 0
orbital gap: 10.244 eV